1.
{
  "formula": "C4H7NS",
  "method": "wB97M-V/def2-TZVPD",
  "e_tot_ev": -16583.797,
  "homo_lumo_gap_ev": 8.6,
  "lumo_ev": 0.26,
  "homo_energy_ev": -8.33,
  "mol_weight_g_mol": 101.17,
  "relative_energy_kcal_mol": 72.3,
  "multiplicity": 1,
  "smiles": "C=CN(C)C=S",
  "symbols": ["S", "N", "C", "C", "C", "C", "H", "H", "H", "H", "H", "H", "H"],
  "coordinates": [[2.93628, -0.13785, -0.07147], [0.37840, -0.20862, -0.10014], [1.61373, -0.92970, -0.07479], [-0.75110, -0.80928, 0.03039], [-1.90654, -0.18126, -0.19311], [0.45580, 1.21257, 0.07059], [-0.63080, -1.85318, 0.56462], [-0.01189, 1.63090, -0.73976], [-2.18313, 0.85989, -0.60427], [-0.05432, 1.70989, 0.93142], [-2.83185, -0.91914, 0.26573], [1.41998, -1.98665, -0.15925], [1.56543, 1.61242, 0.08002]],
  "forces_ev_per_a": [[4.5, 0.4, 0.1], [6.7, 1.2, 0.7], [-4.7, 0.7, -0.4], [-3.7, -2.9, 1.6], [-4.4, -2.1, 1.5], [2.3, 1.9, 1.2], [-0.9, 1.9, -1.5], [-1.0, 1.3, -2.2], [0.9, -2.1, 0.8], [0.2, -1.3, -0.1], [2.3, 2.6, -1.8], [0.2, -0.4, 0.1], [-2.5, -1.1, -0.1]],
  "lowdin_charge": [0.76, -0.26, -0.66, -0.32, -0.02, -0.13, 0.16, 0.05, 0.08, 0.11, 0.11, 0.07, 0.05]
}

2.
{
  "formula": "C4H7NSi",
  "method": "wB97M-V/def2-TZVPD",
  "e_tot_ev": -13619.795,
  "homo_lumo_gap_ev": [7.2, 6.5],
  "lumo_ev": [-0.81, -0.99],
  "homo_energy_ev": [-7.98, -7.44],
  "mol_weight_g_mol": 97.19,
  "relative_energy_kcal_mol": 151.0,
  "multiplicity": 1,
  "symbols": ["Si", "N", "C", "C", "C", "C", "H", "H", "H", "H", "H", "H", "H"],
  "coordinates": [[-1.46401, -0.65945, -0.19548], [3.25722, -0.94983, -0.46541], [0.18907, -0.07081, 0.54103], [1.20303, 1.44548, -0.48676], [0.32566, 1.47604, 0.56235], [1.40739, 0.11446, -0.30180], [-2.24374, -0.60899, 0.96242], [1.72732, 2.14557, -1.12791], [0.36847, -0.47443, 1.53692], [-1.47877, -1.73510, -1.11637], [-1.95777, 0.33084, -1.24773], [3.16645, -1.45705, 0.47478], [0.18120, 2.28489, 1.27225]],
  "forces_ev_per_a": [[0.9, 2.1, -1.6], [-3.2, 1.5, 1.2], [-1.0, 0.2, 0.8], [0.1, 2.4, -1.9], [0.8, -0.7, -1.0], [3.9, -3.4, 1.1], [-1.4, -0.4, 1.2], [-0.1, 0.1, 0.4], [0.0, -0.6, 0.0], [0.2, -1.6, 0.0], [0.3, 0.1, 0.9], [-0.3, 0.6, -1.2], [-0.2, -0.4, 0.3]],
  "lowdin_charge": [0.70, -0.05, -0.43, -0.10, -0.01, -0.08, -0.09, 0.12, 0.09, -0.10, -0.05, -0.12, 0.12]
}

3.
{
  "formula": "C4H7O2",
  "method": "wB97M-V/def2-TZVPD",
  "e_tot_ev": -8353.576,
  "homo_lumo_gap_ev": [8.1, 10.3],
  "lumo_ev": [0.04, -0.12],
  "homo_energy_ev": [-8.10, -10.45],
  "mol_weight_g_mol": 87.10,
  "relative_energy_kcal_mol": 32.9,
  "multiplicity": 2,
  "symbols": ["O", "O", "C", "C", "C", "C", "H", "H", "H", "H", "H", "H", "H"],
  "coordinates": [[-0.95601, -1.22128, 4.19992], [-4.37016, -1.23034, 4.19529], [-3.12998, -3.38041, 4.20267], [-1.73333, -3.96056, 4.20263], [-3.38190, -1.87120, 4.19760], [-4.21734, -4.12860, 4.20356], [-0.40035, -0.40570, 4.20023], [-0.92584, -3.22873, 4.20351], [-1.94154, -1.01450, 4.19849], [-4.03842, -5.22345, 4.20709], [-1.57970, -4.61152, 3.33284], [-1.58127, -4.61125, 5.07259], [-5.22021, -3.68994, 4.20243]],
  "forces_ev_per_a": [[1.0, 1.4, 0.0], [-0.2, -0.4, 0.0], [0.2, 1.0, 0.0], [0.3, -0.4, 0.0], [-0.2, -0.7, 0.0], [-0.3, -0.9, 0.0], [-1.0, -0.8, 0.0], [-0.4, 0.0, 0.0], [1.3, 0.1, 0.0], [-0.6, 0.7, 0.0], [-0.2, 0.2, 0.0], [-0.2, 0.2, 0.0], [0.4, -0.4, 0.0]],
  "lowdin_charge": [-0.13, 0.12, -0.30, -0.07, -0.15, 0.07, 0.06, 0.05, -0.01, 0.09, 0.09, 0.08, 0.08]
}

4.
{
  "formula": "C4H7O2P",
  "method": "wB97M-V/def2-TZVPD",
  "e_tot_ev": -17638.798,
  "homo_lumo_gap_ev": [7.7, 7.3],
  "lumo_ev": [0.43, 0.09],
  "homo_energy_ev": [-7.23, -7.17],
  "mol_weight_g_mol": 118.07,
  "relative_energy_kcal_mol": 156.1,
  "multiplicity": 1,
  "symbols": ["P", "O", "O", "C", "C", "C", "C", "H", "H", "H", "H", "H", "H", "H"],
  "coordinates": [[0.83506, 2.03120, -0.06941], [-1.45709, 0.34342, 0.08322], [-0.10569, -1.44221, 0.42115], [-2.92979, -0.21363, 0.15738], [1.95378, 0.85729, -0.08724], [2.46309, -0.49605, -0.28780], [-0.45696, -0.37917, 0.20623], [1.84453, 3.01142, 0.05042], [-3.39329, 0.49215, 0.86338], [3.34792, -0.61113, 0.30728], [1.79344, -1.30362, 0.05739], [2.40607, -0.78313, -1.36141], [-2.99134, -1.23421, 0.59185], [-3.30972, -0.27233, -0.93243]],
  "forces_ev_per_a": [[0.4, 0.8, 0.1], [-3.9, 0.2, -0.2], [-0.1, -4.9, 1.0], [0.4, -0.4, -0.8], [-0.9, -1.3, -0.4], [-1.2, -0.4, -0.3], [1.8, 3.4, -0.8], [0.1, 0.8, 0.0], [-0.1, -0.2, -0.9], [1.1, -0.3, -0.5], [0.0, 0.6, 0.5], [1.2, 0.5, 0.4], [0.6, 0.7, -0.3], [0.6, 0.6, 2.0]],
  "lowdin_charge": [0.78, -0.10, 0.14, 0.05, -0.46, -0.20, -0.53, -0.16, 0.08, 0.06, 0.05, 0.10, 0.08, 0.11]
}

5.
{
  "formula": "C4H7O2Pd",
  "method": "wB97M-V/def2-TZVPD",
  "e_tot_ev": -11823.212,
  "homo_lumo_gap_ev": [8.2, 6.3],
  "charge": 1,
  "lumo_ev": [-5.19, -7.53],
  "homo_energy_ev": [-13.42, -13.84],
  "mol_weight_g_mol": 193.52,
  "relative_energy_kcal_mol": 25.5,
  "multiplicity": 3,
  "symbols": ["Pd", "O", "O", "C", "C", "C", "C", "H", "H", "H", "H", "H", "H", "H"],
  "coordinates": [[0.44677, 1.30144, 1.74417], [-2.71008, 1.32494, 0.63291], [1.15388, -0.24158, 1.44162], [0.89440, -1.16115, 0.66850], [-0.05363, -1.06292, -0.47171], [-1.60350, 0.80736, 0.06668], [-1.30965, -0.49659, 0.15379], [-0.09198, 2.64797, 1.89272], [-0.96884, 1.50498, -0.48923], [-1.96730, -1.16767, 0.70948], [-0.24002, -2.06461, -0.88227], [0.34882, -0.40609, -1.25361], [-2.78751, 2.26460, 0.44297], [1.35514, -2.14486, 0.86643]],
  "forces_ev_per_a": [[-1.9, 5.4, 3.5], [0.3, -0.4, -0.1], [3.2, -7.9, -2.9], [1.0, -1.7, 0.0], [-0.6, 0.2, 0.3], [-0.4, 0.7, 0.1], [-0.2, -0.1, -0.1], [-1.5, 3.1, -0.6], [-0.2, -0.2, -0.2], [0.1, 0.2, -0.2], [0.2, 0.4, 0.0], [0.0, -0.1, 0.1], [-0.1, 0.1, 0.0], [0.0, 0.4, 0.2]],
  "lowdin_charge": [0.95, 0.04, -0.19, -0.11, -0.11, -0.27, -0.08, -0.09, 0.13, 0.14, 0.14, 0.15, 0.12, 0.17]
}

6.
{
  "formula": "C4H7O2Rh",
  "method": "wB97M-V/def2-TZVPD",
  "e_tot_ev": -11348.793,
  "homo_lumo_gap_ev": [5.3, 7.2],
  "charge": 1,
  "lumo_ev": [-5.02, -7.58],
  "homo_energy_ev": [-10.36, -14.80],
  "mol_weight_g_mol": 190.00,
  "relative_energy_kcal_mol": 4.1,
  "multiplicity": 6,
  "symbols": ["Rh", "O", "O", "C", "C", "C", "C", "H", "H", "H", "H", "H", "H", "H"],
  "coordinates": [[-0.59521, 2.27656, 0.40317], [0.06349, -0.27681, 0.88535], [1.66761, 1.35104, -0.65051], [-1.07404, -0.40750, -0.03066], [-1.98787, 0.78189, -0.04962], [1.28257, -0.76048, 0.42361], [2.07975, 0.24911, -0.35168], [1.90861, -1.07699, 1.27660], [1.15568, -1.65235, -0.21913], [-2.82659, 0.68343, 0.65680], [-2.42982, 0.92407, -1.05032], [-1.67036, -1.24404, 0.36061], [-0.66585, -0.77086, -0.98817], [3.09204, -0.07706, -0.66604]],
  "forces_ev_per_a": [[0.3, -0.5, -0.1], [-0.8, 1.2, 0.1], [-2.4, 4.7, -1.1], [0.4, -1.9, 0.2], [-0.3, -0.1, -0.5], [0.0, -1.6, 0.4], [3.0, -3.6, 0.4], [-0.4, 0.2, -0.1], [-0.2, 0.2, 0.2], [0.5, 0.5, 0.1], [0.4, 0.3, 0.3], [0.2, 0.0, -0.1], [-0.3, 0.7, 0.0], [-0.3, 0.1, 0.1]],
  "lowdin_charge": [1.16, -0.18, 0.06, -0.26, -0.19, -0.20, -0.28, 0.15, 0.14, 0.08, 0.08, 0.14, 0.14, 0.17]
}

7.
{
  "formula": "C4H7O3",
  "method": "wB97M-V/def2-TZVPD",
  "e_tot_ev": -10399.847,
  "homo_lumo_gap_ev": 6.2,
  "charge": -1,
  "lumo_ev": 1.69,
  "homo_energy_ev": -4.53,
  "mol_weight_g_mol": 103.10,
  "relative_energy_kcal_mol": 138.9,
  "multiplicity": 1,
  "symbols": ["O", "O", "O", "C", "C", "C", "C", "H", "H", "H", "H", "H", "H", "H"],
  "coordinates": [[-2.01322, -1.61910, -2.01646], [2.39410, 1.62263, 1.76095], [1.01260, -0.20802, 2.05182], [2.14442, 0.35432, 1.76508], [-1.13659, -0.65887, -1.66970], [-1.38840, 0.84741, -1.79001], [-1.00680, -0.30121, -0.21620], [-2.04269, -0.11447, 0.19244], [-0.56803, -1.25255, 0.28499], [-2.42759, 0.96195, -1.30209], [-0.12308, 0.37910, -0.05864], [-0.03460, -0.95258, -1.79034], [-0.60926, 1.47768, -1.61777], [2.98175, -0.31318, 1.38586]],
  "forces_ev_per_a": [[1.6, 2.8, 1.0], [-0.3, -2.9, 0.0], [2.6, 0.8, -0.6], [-1.9, 1.8, 0.0], [-0.2, -3.2, -4.7], [-3.4, -5.2, 2.5], [0.4, 0.7, 3.5], [1.5, 0.1, 0.5], [-0.8, 1.3, -1.1], [1.4, 1.0, -1.8], [-1.3, -0.3, 1.0], [-0.9, 0.5, -0.8], [1.8, 2.3, 0.0], [-0.4, 0.2, 0.4]],
  "lowdin_charge": [-0.19, -0.20, -0.20, -0.61, -0.65, 0.19, -0.12, 0.11, 0.16, 0.13, 0.10, 0.15, 0.04, 0.08]
}

8.
{
  "formula": "C4H7O3",
  "method": "wB97M-V/def2-TZVPD",
  "e_tot_ev": -10393.879,
  "homo_lumo_gap_ev": 9.8,
  "charge": 1,
  "lumo_ev": -4.98,
  "homo_energy_ev": -14.83,
  "mol_weight_g_mol": 103.10,
  "relative_energy_kcal_mol": 40.9,
  "multiplicity": 1,
  "symbols": ["O", "O", "O", "C", "C", "C", "C", "H", "H", "H", "H", "H", "H", "H"],
  "coordinates": [[0.18433, -1.98158, -0.83117], [-2.13542, -0.02016, -0.01789], [0.30152, 0.85894, -0.46733], [-3.34701, 0.00436, -0.14277], [1.05786, 0.05270, 0.39816], [2.53571, 0.26911, 0.17537], [0.57097, -1.14448, -0.19086], [-4.01477, 0.14306, 0.65978], [3.08007, -0.38166, 0.85891], [2.62771, 1.33980, 0.35705], [2.73552, -0.04223, -0.93063], [0.81738, 0.26077, 1.57281], [-0.62406, 0.87765, -0.39194], [-3.78983, -0.23628, -1.04949]],
  "forces_ev_per_a": [[0.4, 0.6, 0.7], [-0.7, 0.3, 0.2], [3.3, 1.2, -1.2], [2.1, -0.6, 0.6], [-1.4, 2.1, 3.3], [-0.3, -1.1, -2.2], [-0.6, -2.4, -0.6], [-0.7, 0.5, 1.5], [0.3, 0.3, -0.1], [0.6, -0.2, -0.1], [0.1, 0.9, 2.0], [0.2, -1.1, -2.7], [-2.4, -0.4, 0.9], [-0.9, -0.3, -2.2]],
  "lowdin_charge": [0.41, -0.02, 0.06, 0.01, -0.37, 0.02, 0.06, 0.09, 0.11, 0.11, 0.15, 0.25, 0.05, 0.08]
}

9.
{
  "formula": "C4H7O3Pm",
  "method": "wB97M-V/def2-TZVPD",
  "e_tot_ev": -26938.211,
  "homo_lumo_gap_ev": [8.6, 8.9],
  "charge": 2,
  "lumo_ev": [-9.09, -8.76],
  "homo_energy_ev": [-17.73, -17.66],
  "mol_weight_g_mol": 248.10,
  "multiplicity": 5,
  "symbols": ["Pm", "O", "O", "O", "C", "C", "C", "C", "H", "H", "H", "H", "H", "H", "H"],
  "coordinates": [[0.96672, 0.78518, 0.12120], [-1.94720, -1.09444, 0.38784], [3.44132, 0.63731, 0.06554], [-0.92625, 1.79237, 0.02767], [-2.20069, 1.35843, -0.04677], [-0.49937, -1.22555, 0.02650], [4.26366, -0.26067, 0.05620], [-2.55542, -0.08399, -0.04159], [-3.61007, -0.28718, -0.27907], [5.34077, -0.02649, 0.05790], [-0.42463, -1.66268, -0.97832], [-2.74864, 1.70050, -0.96140], [-0.19692, -2.05221, 0.68528], [-2.86005, 1.74000, 0.77376], [3.95676, -1.32057, 0.10525]],
  "forces_ev_per_a": [[-1.6, 0.8, 0.1], [0.5, 0.1, -1.9], [-0.8, 0.0, -0.1], [2.4, -1.1, 0.3], [-1.4, -0.3, -1.3], [1.2, 0.1, 1.1], [0.8, -0.4, 0.4], [-1.1, 0.1, 1.3], [0.1, 0.2, 0.4], [-0.2, 0.0, -0.1], [-0.7, 0.1, 0.0], [0.4, 0.3, 0.3], [0.1, 0.3, -0.1], [0.1, -0.2, -0.1], [0.1, 0.2, -0.1]],
  "lowdin_charge": [2.07, 0.01, -0.18, -0.38, -0.28, -0.21, 0.02, 0.01, 0.18, 0.14, 0.07, 0.17, 0.07, 0.19, 0.12]
}